A structure of composition C17H16MoNS5Sb. Source: OMol25; level of theory: the ωB97M-V functional and the def2-TZVPD basis.

Values from the calculation:
energy	-3010.94298	hartree
LUMO	-9.54	eV

The geometry in ORCA input format:
```
! RIJCOSX wB97M-V def2-TZVPD def2/J DEFGRID3
* xyz 2 1
Mo 1.75 1.88 0.55
C -4.53 -1.29 -0.74
C -3.54 -1.32 0.43
C -3.82 -2.53 1.34
C -3.71 -0.04 1.25
C -2.13 -1.45 -0.12
C -1.80 -2.57 -0.92
C -0.55 -2.76 -1.47
C 0.42 -1.79 -1.23
S 2.07 -1.72 -1.77
C 2.31 -0.24 -0.96
N 1.20 0.18 -0.30
C 0.12 -0.68 -0.44
C -1.15 -0.50 0.11
C 3.56 0.53 -0.93
C 4.68 0.08 -1.62
C 5.86 0.81 -1.60
C 5.94 2.01 -0.90
C 4.83 2.48 -0.21
C 3.65 1.76 -0.21
H -5.55 -1.18 -0.36
H -4.50 -2.21 -1.33
H -4.32 -0.45 -1.40
H -4.82 -2.44 1.76
H -3.11 -2.57 2.16
H -3.78 -3.47 0.80
H -4.74 0.00 1.62
H -3.55 0.85 0.65
H -3.05 -0.03 2.12
H -2.55 -3.32 -1.11
H -0.33 -3.63 -2.08
H -1.34 0.38 0.71
H 4.63 -0.85 -2.17
H 6.72 0.45 -2.14
H 6.86 2.58 -0.89
H 4.90 3.41 0.34
S -1.67 3.55 2.82
Sb 0.34 4.49 2.67
S 1.82 2.00 2.70
S 0.81 3.71 -0.08
S 2.05 5.89 2.92
*
```

=====

A cluster of 2 separate species, C17H16N2O4S2 in total. Source: OMol25; level of theory: the ωB97M-V functional and the def2-TZVPD basis.

Values from the calculation:
energy	-1864.13975	hartree
LUMO	-0.15	eV

The geometry in ORCA input format:
```
! RIJCOSX wB97M-V def2-TZVPD def2/J DEFGRID3
* xyz 0 1
C 2.49 -3.23 0.81
C 3.08 -2.37 -0.12
C 3.11 -1.00 0.13
C 2.54 -0.50 1.29
S 2.46 1.30 1.50
C 0.70 1.80 1.35
C 0.03 2.33 2.37
S -0.29 1.32 -0.10
C -1.59 0.23 0.59
C -1.35 -1.15 0.52
C -2.21 -2.04 1.17
C -3.39 -1.57 1.75
C -3.65 -0.19 1.79
C -2.74 0.71 1.24
O -0.93 2.53 -0.58
O 0.62 0.53 -0.90
O 2.89 1.60 2.83
O 3.15 1.87 0.34
C 2.03 -1.36 2.28
C 1.95 -2.72 2.00
H 2.46 -4.31 0.61
H 3.50 -2.75 -1.05
H 3.55 -0.32 -0.59
H -1.02 2.57 2.25
H 0.59 2.58 3.28
H -0.47 -1.51 0.00
H -1.96 -3.10 1.21
H -4.11 -2.27 2.18
H -4.57 0.17 2.27
H -2.91 1.78 1.33
H 1.68 -0.95 3.22
H 1.46 -3.40 2.71
N -0.44 1.84 -2.84
C -1.54 2.20 -3.49
N -1.59 1.63 -4.75
C -0.41 0.90 -4.91
C 0.31 1.09 -3.73
H -2.29 2.91 -3.19
H -2.34 1.72 -5.43
H -0.17 0.36 -5.82
H 1.32 0.79 -3.54
*
```

=====

For reference, max |F| by record: 2.1; 2.9 eV/A.
For reference, orbital gap by record: 5.282; 8.204 eV.